No. 1
# C4H8O

The molecule C4H8O (the ωB97M-V functional and the def2-TZVPD basis, OMol25).

```
13
C4H8O the ωB97M-V functional and the def2-TZVPD basis
C -1.790 0.170 0.767
O -1.389 0.874 -0.261
C -0.380 0.661 -1.046
C 1.352 -0.175 0.547
C 0.573 -0.439 -0.758
H -1.349 -0.797 0.968
H -2.702 0.525 1.220
H 0.678 0.169 1.340
H -0.248 1.432 -1.793
H 2.104 0.603 0.387
H 1.856 -1.078 0.905
H 1.264 -0.546 -1.600
H 0.030 -1.398 -0.678
```

* total charge: 0
* frontier orbital gap (spin up / spin down): 8.17 / 7.96 eV
* electronic energy: -6321.744 eV

---

No. 2
# C2H3F2NO

The molecule C2H3F2NO (the ωB97M-V functional and the def2-TZVPD basis, OMol25).

```
9
C2H3F2NO the ωB97M-V functional and the def2-TZVPD basis
C -0.362 -0.412 0.401
C -0.469 0.835 -0.486
H 0.918 -1.686 1.108
H 1.437 -0.650 -0.318
H -1.512 1.322 -0.512
N 0.774 -1.049 0.320
O -1.241 -0.697 1.157
F 0.395 1.772 0.032
F 0.060 0.564 -1.703
```

* total charge: 0
* frontier orbital gap: 11.36 eV
* electronic energy: -11095.308 eV

---

No. 3
# C3H5N3O

The molecule C3H5N3O (the ωB97M-V functional and the def2-TZVPD basis, OMol25).

```
12
C3H5N3O the ωB97M-V functional and the def2-TZVPD basis
C 1.150 0.950 -0.205
C -1.245 0.739 0.348
C -0.330 -1.073 -0.119
H 0.764 1.938 -0.472
H 1.696 0.540 -1.193
H 1.955 1.195 0.690
H -1.427 1.746 0.730
H 0.347 -2.801 -0.227
N 0.023 0.221 -0.027
N -2.113 -0.159 0.324
N -1.563 -1.337 0.137
O 0.742 -1.959 0.014
```

* total charge: 0
* frontier orbital gap: 10.10 eV
* electronic energy: -9707.779 eV

---

No. 4
# C17H29FN4O6S

A cluster of 4 separate species, C17H29FN4O6S in total (the ωB97M-V functional and the def2-TZVPD basis, OMol25).

```
58
C17H29FN4O6S the ωB97M-V functional and the def2-TZVPD basis
O -2.344 9.108 2.211
C -3.488 9.451 1.891
F -4.531 9.455 2.863
N -3.858 9.833 0.490
C -3.951 8.519 -0.208
O -3.639 8.434 -1.410
O -4.361 7.435 0.629
S -3.963 5.927 -0.050
O -4.922 4.960 0.627
O -2.408 5.568 0.497
C -2.212 4.132 0.670
C -0.611 3.877 0.518
C -0.086 4.310 -0.967
O 1.365 4.445 -0.914
H -3.118 10.413 0.069
H -2.830 3.482 -0.038
H -2.506 3.824 1.739
H -0.397 2.762 0.716
H -0.128 4.521 1.350
H -0.536 5.321 -1.309
H -0.301 3.491 -1.744
H 1.565 4.846 -0.042
C 0.644 -1.872 1.323
C -0.764 -1.300 1.426
C -1.290 -0.754 0.097
C -0.539 0.419 -0.359
N 0.053 1.340 -0.721
H 1.372 -1.099 1.059
H 0.946 -2.299 2.281
H 0.692 -2.661 0.572
H -0.781 -0.516 2.190
H -1.437 -2.092 1.767
H -2.341 -0.475 0.220
H -1.258 -1.536 -0.668
C 1.093 -4.927 -1.834
C 0.513 -5.279 -3.198
C -0.470 -4.231 -3.720
C -1.686 -4.151 -2.904
N -2.639 -4.084 -2.263
H 0.317 -4.898 -1.065
H 1.829 -5.676 -1.535
H 1.590 -3.953 -1.859
H 0.028 -6.259 -3.142
H 1.336 -5.372 -3.913
H -0.750 -4.488 -4.746
H 0.015 -3.251 -3.761
C 5.140 -4.879 2.399
C 4.672 -6.046 1.538
C 3.747 -5.619 0.397
C 2.468 -5.093 0.884
N 1.467 -4.676 1.268
H 4.303 -4.400 2.913
H 5.841 -5.231 3.160
H 5.649 -4.124 1.793
H 4.172 -6.785 2.173
H 5.551 -6.537 1.109
H 3.552 -6.485 -0.243
H 4.244 -4.870 -0.227
```

* total charge: 0
* frontier orbital gap: 10.14 eV
* electronic energy: -49893.678 eV

---

No. 5
# AgH12O10P

A structure of composition AgH12O10P (the ωB97M-V functional and the def2-TZVPD basis, OMol25).

```
24
AgH12O10P the ωB97M-V functional and the def2-TZVPD basis
Ag 0.062 0.160 0.369
P 1.397 -0.691 -2.484
O 0.389 -1.653 -2.992
O 0.436 -1.156 -1.300
O 0.653 0.029 -3.488
O 0.701 0.416 -1.768
O 1.827 -1.688 0.547
H 1.218 -1.565 -0.241
H 1.619 -2.535 0.936
O -0.814 2.139 -0.913
H -0.203 1.404 -1.320
H -1.303 2.434 -1.718
O -0.481 -0.928 2.392
H -0.241 -1.808 2.521
H -1.083 -0.746 3.153
O -1.381 1.932 2.163
H -1.525 1.320 2.858
H -2.293 2.001 1.775
O 2.089 1.198 0.145
H 1.928 2.037 0.534
H 1.579 0.982 -0.616
O -1.813 -0.930 -0.343
H -0.874 -0.995 -0.744
H -1.889 -1.353 0.532
```

* total charge: -2
* frontier orbital gap: 2.46 eV
* electronic energy: -33940.900 eV

---

No. 6
# C22H20ClGaIN3O7S

A structure of composition C22H20ClGaIN3O7S (the ωB97M-V functional and the def2-TZVPD basis, OMol25).

```
56
C22H20ClGaIN3O7S the ωB97M-V functional and the def2-TZVPD basis
Ga 0.784 -0.621 0.661
Cl 7.488 -0.816 1.968
C 5.759 -0.963 2.053
C 5.185 -1.623 3.103
C 3.789 -1.760 3.191
I 2.909 -2.704 4.831
C 2.941 -1.262 2.217
O 1.642 -1.382 2.225
C 3.564 -0.548 1.143
N 2.708 -0.023 0.230
C 3.170 0.630 -0.812
C 4.546 0.818 -1.003
C 5.432 0.315 -0.089
C 4.959 -0.394 1.037
H 5.815 -2.051 3.870
H 2.432 1.013 -1.504
H 4.895 1.352 -1.875
H 6.497 0.451 -0.220
O -3.163 -4.055 -2.235
C -2.354 -3.412 -1.629
C -2.627 -2.525 -0.416
O -3.720 -2.228 0.019
C -1.318 -2.057 0.005
C -0.316 -2.452 -0.879
O 0.892 -2.026 -0.714
C -0.874 -3.241 -1.984
O -0.337 -3.617 -2.996
O -1.017 -1.266 1.000
C -0.604 2.552 3.625
S -0.852 1.053 2.673
C -0.559 -0.130 3.983
O 0.406 1.029 1.801
H -1.451 2.672 4.302
H -0.569 3.380 2.920
H 0.334 2.479 4.172
H -1.344 -0.021 4.733
H 0.429 0.047 4.406
H -0.596 -1.120 3.532
N 0.063 0.730 -0.921
C -0.982 0.754 -1.435
N -2.139 0.852 -2.020
C -2.385 0.256 -3.350
C -3.615 0.928 -3.966
C -3.670 2.397 -3.550
C -3.947 2.514 -2.041
C -3.317 1.339 -1.280
H -2.543 -0.819 -3.261
H -1.499 0.419 -3.961
H -4.520 0.415 -3.633
H -3.563 0.827 -5.049
H -4.438 2.928 -4.111
H -2.713 2.867 -3.790
H -5.023 2.503 -1.858
H -3.563 3.463 -1.666
H -4.016 0.510 -1.176
H -3.005 1.620 -0.277
```

* total charge: 0
* frontier orbital gap: 7.22 eV
* electronic energy: -125777.667 eV

---

No. 7
# C11H32O7

A cluster of 7 separate species, C11H32O7 in total (the ωB97M-V functional and the def2-TZVPD basis, OMol25).

```
50
C11H32O7 the ωB97M-V functional and the def2-TZVPD basis
C 9.423 30.402 -3.816
C 10.145 30.516 -2.450
C 11.489 29.759 -2.642
O 11.153 28.785 -3.664
C 10.323 29.427 -4.566
H 9.369 31.336 -4.376
H 8.402 30.060 -3.645
H 9.625 30.155 -1.562
H 10.191 31.562 -2.149
H 11.722 29.140 -1.776
H 12.374 30.334 -2.917
H 9.722 28.709 -5.123
H 10.996 29.960 -5.238
C 13.919 19.593 6.942
C 14.299 18.711 8.089
C 15.068 19.680 9.075
O 15.590 20.645 8.194
C 14.586 20.882 7.239
H 12.850 19.676 6.750
H 14.442 19.157 6.091
H 14.878 17.899 7.649
H 13.525 18.158 8.620
H 15.795 19.187 9.720
H 14.337 20.127 9.749
H 15.084 21.323 6.375
H 13.968 21.683 7.647
O 17.727 25.333 6.485
H 18.339 25.039 7.160
H 18.273 25.478 5.712
O 14.380 27.303 4.456
H 14.949 26.627 4.825
H 14.168 26.986 3.579
O 12.602 24.288 2.077
H 12.534 24.126 1.136
H 11.778 23.959 2.437
O 17.383 30.798 4.636
H 17.126 29.876 4.624
H 16.741 31.218 5.208
C 11.943 29.122 9.465
C 12.372 30.573 9.033
C 13.853 30.891 9.388
O 12.209 30.588 7.605
H 11.101 28.736 8.891
H 11.865 28.941 10.537
H 12.673 28.374 9.155
H 11.677 31.250 9.530
H 14.429 29.984 9.203
H 13.971 31.209 10.424
H 14.322 31.612 8.718
H 12.749 29.934 7.156
```

* total charge: 0
* frontier orbital gap: 10.11 eV
* electronic energy: -26256.159 eV

---

No. 8
# C33H33N5OP2Se2Tc

A structure of composition C33H33N5OP2Se2Tc (the ωB97M-V functional and the def2-TZVPD basis, OMol25).

```
77
C33H33N5OP2Se2Tc the ωB97M-V functional and the def2-TZVPD basis
Tc 0.127 -3.020 0.308
Se 0.574 3.852 -0.567
P -1.272 2.786 -0.214
C -2.447 3.074 -1.565
C -2.702 4.406 -1.890
C -3.583 4.702 -2.913
C -4.196 3.676 -3.618
C -3.926 2.354 -3.303
C -3.051 2.043 -2.275
C -1.932 3.368 1.369
C -3.162 4.001 1.491
C -3.569 4.435 2.742
C -2.759 4.240 3.850
C -1.524 3.620 3.718
C -1.104 3.190 2.475
C -1.008 1.021 0.059
C 0.000 0.072 -0.163
N -0.473 -1.088 0.395
N -1.667 -0.834 0.904
N -1.997 0.393 0.720
P 1.647 0.011 -0.866
Se 2.320 -2.036 -0.357
C 1.584 0.227 -2.665
C 0.789 1.225 -3.221
C 0.751 1.375 -4.595
C 1.484 0.524 -5.409
C 2.270 -0.473 -4.853
C 2.327 -0.623 -3.479
C 2.673 1.243 -0.030
C 3.486 2.111 -0.751
C 4.238 3.051 -0.067
C 4.184 3.116 1.316
C 3.385 2.235 2.031
C 2.626 1.292 1.363
H -2.210 5.202 -1.346
H -3.788 5.732 -3.161
H -4.883 3.912 -4.416
H -4.400 1.558 -3.858
H -2.849 1.013 -2.021
H -3.792 4.147 0.626
H -4.525 4.926 2.851
H -3.088 4.573 4.822
H -0.889 3.478 4.579
H -0.135 2.722 2.347
H 0.209 1.884 -2.586
H 0.151 2.160 -5.028
H 1.443 0.644 -6.480
H 2.842 -1.133 -5.487
H 2.945 -1.394 -3.037
H 3.524 2.055 -1.829
H 4.866 3.733 -0.619
H 4.772 3.853 1.840
H 3.358 2.283 3.109
H 2.008 0.593 1.914
C -1.981 -3.993 2.837
C -0.583 -3.655 3.184
N 0.311 -3.075 2.379
C 1.481 -2.970 3.096
C 1.287 -3.494 4.333
N -0.012 -3.914 4.370
H -2.252 -3.542 1.883
H -2.670 -3.619 3.593
H -2.117 -5.073 2.772
H 2.369 -2.533 2.683
H 1.957 -3.605 5.160
H -0.468 -4.325 5.171
C 0.309 -6.934 0.196
C 0.838 -5.827 -0.733
C 2.358 -5.682 -0.575
O 0.226 -4.642 -0.405
H 0.745 -7.887 -0.086
H -0.775 -7.006 0.123
H 0.577 -6.705 1.224
H 0.578 -6.076 -1.775
H 2.579 -5.357 0.442
H 2.761 -4.954 -1.277
H 2.833 -6.641 -0.756
```

* total charge: +2
* frontier orbital gap (spin up / spin down): 5.24 / 2.52 eV
* electronic energy: -195708.656 eV
* spin multiplicity: 2

---

No. 9
# ClHIOPS

A cluster of 2 separate species, ClHIOPS in total (the ωB97M-V functional and the def2-TZVPD basis, OMol25).

```
6
ClHIOPS the ωB97M-V functional and the def2-TZVPD basis
O 1.868 0.413 -0.761
P 0.437 0.750 -0.911
S -0.676 0.154 -2.334
Cl 0.058 -1.625 1.438
I -0.336 2.189 0.858
H -1.351 -1.882 1.711
```

* total charge: 0
* frontier orbital gap: 8.82 eV
* electronic energy: -42811.549 eV

---

No. 10
# C10H16N3O

The ion C10H16N3O with charge +1 (the ωB97M-V functional and the def2-TZVPD basis, OMol25).

```
30
C10H16N3O the ωB97M-V functional and the def2-TZVPD basis
C -0.919 -1.074 0.899
C 1.466 -1.089 1.241
C 0.406 -0.578 0.584
C -2.006 -0.713 0.195
C -3.278 -0.459 0.067
C 2.957 -0.778 0.958
C 3.092 0.131 -0.247
C 1.821 1.145 -0.359
C -0.408 1.585 0.004
C 0.174 -0.069 -1.715
N -3.957 -0.832 -1.045
N -0.354 2.110 1.127
N 0.467 0.500 -0.441
O -3.922 0.484 0.737
H -0.976 -1.850 1.527
H 1.367 -1.836 2.025
H 3.360 -0.409 1.901
H 3.232 -1.819 0.601
H 3.999 0.685 -0.015
H 3.148 -0.326 -1.186
H 1.751 1.703 0.606
H 2.044 1.790 -1.246
H -1.181 1.904 -0.758
H 0.072 0.701 -2.422
H 0.905 -0.794 -1.982
H -0.938 -0.436 -1.608
H -3.765 -1.529 -1.783
H -4.842 -0.353 -1.118
H 0.396 1.825 1.742
H -4.110 0.380 1.711
```

* total charge: +1
* frontier orbital gap: 8.52 eV
* electronic energy: -17136.239 eV